No. 1
{
  "formula": "C45H50BHfN11PSb2",
  "method": "ωB97M-V with the def2-TZVPD basis set",
  "symbols": ["Hf", "C", "C", "N", "N", "C", "B", "N", "C", "C", "C", "N", "N", "C", "C", "C", "N", "N", "C", "C", "C", "N", "H", "H", "H", "H", "H", "H", "H", "H", "H", "H", "H", "H", "C", "C", "C", "Sb", "C", "C", "C", "C", "C", "C", "C", "C", "C", "C", "C", "C", "Sb", "C", "C", "C", "C", "C", "C", "C", "C", "C", "C", "C", "C", "H", "H", "H", "H", "H", "H", "H", "H", "H", "H", "H", "H", "H", "H", "H", "H", "H", "H", "H", "H", "H", "H", "H", "H", "H", "H", "C", "N", "C", "N", "C", "N", "C", "P", "C", "C", "H", "H", "H", "H", "H", "H", "H", "H", "H", "H", "H", "H"],
  "positions_angstrom": [[0.331, 1.732, -0.249], [-0.006, 0.620, 4.045], [-0.549, 0.661, 2.774], [0.332, 1.272, 1.931], [1.443, 1.554, 2.635], [1.279, 1.175, 3.939], [2.758, 2.153, 1.882], [2.224, 3.536, 1.168], [2.605, 4.782, 1.427], [1.621, 5.677, 0.965], [0.652, 4.868, 0.435], [1.003, 3.579, 0.514], [3.123, 1.067, 0.839], [4.224, 0.352, 0.759], [4.024, -0.714, -0.109], [2.733, -0.563, -0.577], [2.155, 0.491, -0.020], [3.811, 2.538, 2.882], [3.536, 3.429, 3.891], [4.717, 3.642, 4.506], [5.661, 2.846, 3.822], [5.075, 2.133, 2.849], [-0.451, 0.247, 4.976], [-1.538, 0.318, 2.436], [2.037, 1.451, 4.619], [3.539, 5.048, 1.916], [1.653, 6.720, 1.012], [-0.295, 5.160, 0.015], [5.058, 0.677, 1.366], [4.686, -1.459, -0.393], [2.187, -1.196, -1.255], [2.540, 3.845, 4.047], [4.883, 4.252, 5.349], [6.699, 2.569, 4.017], [-2.464, -2.183, -1.383], [-1.556, -1.603, -2.433], [-0.363, -0.857, -1.769], [0.861, 0.089, -3.484], [-0.815, 0.659, -4.862], [-1.643, 1.811, -4.889], [-2.527, 1.896, -5.980], [-2.602, 0.909, -6.957], [-1.782, -0.176, -6.930], [-0.862, -0.296, -5.884], [1.207, 2.144, -2.696], [0.269, 3.225, -2.649], [0.741, 4.534, -2.423], [2.086, 4.806, -2.245], [2.964, 3.730, -2.208], [2.562, 2.429, -2.461], [-3.045, -0.840, 0.182], [-5.091, -0.560, 0.003], [-5.881, -0.899, -1.120], [-7.228, -0.697, -1.061], [-7.828, -0.164, 0.098], [-7.018, 0.152, 1.231], [-5.698, -0.072, 1.155], [-1.885, 1.674, -0.642], [-2.140, 2.749, 0.208], [-3.079, 3.748, -0.078], [-3.902, 3.554, -1.203], [-3.706, 2.429, -2.047], [-2.675, 1.517, -1.774], [-1.886, -2.996, -0.943], [-3.409, -2.602, -1.773], [-2.059, -1.013, -3.215], [-1.156, -2.446, -3.015], [0.189, -1.587, -1.192], [-0.826, -0.061, -1.150], [-1.621, 2.609, -4.171], [-3.233, 2.716, -6.023], [-3.391, 1.029, -7.661], [-1.923, -0.983, -7.666], [-0.198, -1.164, -5.843], [-0.788, 3.108, -2.713], [-0.033, 5.308, -2.391], [2.518, 5.753, -1.999], [3.984, 3.896, -1.951], [3.256, 1.530, -2.414], [-5.421, -1.243, -2.038], [-7.888, -0.961, -1.936], [-8.877, -0.038, 0.064], [-7.442, 0.481, 2.165], [-5.050, 0.297, 1.931], [-1.538, 2.921, 1.132], [-3.317, 4.616, 0.541], [-4.656, 4.295, -1.517], [-4.376, 2.333, -2.871], [-2.561, 0.699, -2.504], [3.540, -6.381, 2.357], [2.806, -5.898, 3.552], [1.868, -6.866, 4.085], [0.923, -7.045, 3.030], [1.608, -7.512, 1.803], [2.583, -6.634, 1.265], [1.948, -5.437, 0.756], [0.959, -4.494, 1.949], [2.294, -4.570, 3.345], [-0.017, -5.985, 2.780], [3.951, -7.342, 2.682], [4.302, -5.665, 2.069], [1.289, -6.527, 4.997], [2.405, -7.820, 4.229], [0.817, -7.699, 1.115], [2.087, -8.459, 2.140], [1.345, -5.711, -0.174], [2.697, -4.674, 0.351], [1.790, -4.081, 4.167], [3.006, -3.880, 2.920], [-0.656, -6.337, 1.957], [-0.491, -5.648, 3.667]],
  "relative_energy_kcal_mol": 27.1,
  "multiplicity": 2,
  "s_squared": 0.76,
  "homo_lumo_gap_ev": [6.320, 5.994],
  "max_force_ev_per_a": 3.19,
  "total_charge": 4
}


No. 2
{
  "formula": "C3H14NO4",
  "method": "ωB97M-V with the def2-TZVPD basis set",
  "symbols": ["C", "C", "C", "N", "H", "H", "H", "H", "H", "H", "H", "H", "O", "H", "H", "O", "H", "H", "O", "H", "H", "O"],
  "positions_angstrom": [[-2.065, -0.212, 1.396], [-2.854, 0.832, 1.142], [-0.458, -1.514, 0.235], [-0.752, -0.375, 0.886], [-2.441, -1.018, 1.995], [-2.650, 1.714, 0.508], [-3.794, 0.889, 1.672], [0.574, -1.822, 0.001], [-1.166, -2.278, -0.018], [-0.144, 0.433, 1.047], [2.885, 1.165, -1.283], [1.996, 1.607, -0.266], [2.743, 0.993, -0.338], [0.074, -4.154, -2.026], [-0.374, -5.125, -0.967], [-0.511, -4.218, -1.257], [1.409, 3.411, -3.781], [0.700, 3.477, -2.498], [1.320, 2.895, -2.967], [2.018, 1.271, 2.928], [2.040, 0.918, 1.423], [1.453, 1.112, 2.166]],
  "relative_energy_kcal_mol": 10.4,
  "multiplicity": 2,
  "s_squared": 0.76,
  "homo_lumo_gap_ev": [5.704, 9.222],
  "max_force_ev_per_a": 2.63
}


No. 3
{
  "formula": "C2H11N2O",
  "method": "ωB97M-V with the def2-TZVPD basis set",
  "symbols": ["N", "C", "C", "N", "H", "H", "H", "H", "H", "H", "H", "H", "H", "H", "H", "O"],
  "positions_angstrom": [[0.759, -0.113, 0.765], [-0.278, 0.127, -0.347], [-1.684, 0.523, 0.165], [-2.402, 1.321, -0.753], [0.267, -0.594, 1.543], [1.124, 0.740, 1.224], [1.530, -0.772, 0.582], [-0.171, -0.782, -1.018], [0.126, 1.002, -0.967], [-1.417, 1.089, 1.090], [-2.084, -0.346, 0.495], [-2.156, 1.484, -1.685], [-3.356, 1.827, -0.543], [3.347, -2.205, 0.477], [3.529, -1.662, -0.809], [2.866, -1.639, -0.217]],
  "relative_energy_kcal_mol": 26.9,
  "multiplicity": 2,
  "s_squared": 0.75,
  "homo_lumo_gap_ev": [12.051, 6.532],
  "max_force_ev_per_a": 5.94,
  "total_charge": 2
}


No. 4
{
  "formula": "C36H92N4O12S4",
  "method": "ωB97M-V with the def2-TZVPD basis set",
  "symbols": ["C", "C", "N", "C", "C", "C", "C", "H", "H", "H", "H", "H", "H", "H", "H", "H", "H", "H", "H", "H", "H", "H", "C", "C", "N", "C", "C", "C", "C", "H", "H", "H", "H", "H", "H", "H", "H", "H", "H", "H", "H", "H", "H", "H", "C", "C", "N", "C", "C", "C", "C", "H", "H", "H", "H", "H", "H", "H", "H", "H", "H", "H", "H", "H", "H", "H", "C", "C", "N", "C", "C", "C", "C", "H", "H", "H", "H", "H", "H", "H", "H", "H", "H", "H", "H", "H", "H", "H", "O", "S", "O", "O", "C", "C", "C", "H", "H", "H", "H", "H", "H", "H", "H", "O", "S", "O", "O", "C", "C", "C", "H", "H", "H", "H", "H", "H", "H", "H", "O", "S", "O", "O", "C", "C", "C", "H", "H", "H", "H", "H", "H", "H", "H", "O", "S", "O", "O", "C", "C", "C", "H", "H", "H", "H", "H", "H", "H", "H"],
  "positions_angstrom": [[5.555, 9.837, -20.975], [6.775, 10.130, -21.831], [7.284, 11.487, -21.712], [8.017, 11.915, -22.894], [8.509, 13.359, -22.811], [7.879, 11.778, -20.416], [9.344, 11.312, -20.272], [4.759, 10.567, -21.125], [5.809, 9.687, -19.927], [5.141, 8.885, -21.322], [7.546, 9.352, -21.698], [6.511, 9.999, -22.883], [8.939, 11.314, -22.985], [7.389, 11.784, -23.775], [7.705, 14.088, -22.928], [9.068, 13.545, -21.900], [9.117, 13.532, -23.704], [7.320, 11.166, -19.709], [7.783, 12.827, -20.136], [9.611, 10.958, -19.272], [10.049, 12.099, -20.540], [9.570, 10.444, -20.897], [3.196, 15.753, -19.503], [4.729, 15.736, -19.468], [5.434, 16.423, -20.570], [5.001, 17.796, -20.732], [5.475, 18.711, -19.621], [5.339, 15.629, -21.787], [6.099, 16.242, -22.964], [2.834, 15.229, -18.617], [2.817, 15.207, -20.365], [2.860, 16.785, -19.449], [5.043, 16.194, -18.527], [5.117, 14.715, -19.490], [5.398, 18.177, -21.674], [3.917, 17.898, -20.920], [5.116, 18.359, -18.653], [6.567, 18.716, -19.585], [5.161, 19.738, -19.797], [4.282, 15.580, -22.109], [5.697, 14.617, -21.591], [5.608, 17.116, -23.392], [6.059, 15.530, -23.794], [7.118, 16.514, -22.691], [8.385, 6.462, -20.446], [9.417, 6.476, -19.331], [10.022, 5.171, -19.081], [11.222, 5.308, -18.262], [12.381, 5.893, -19.038], [9.060, 4.288, -18.425], [9.556, 2.866, -18.209], [7.535, 5.815, -20.227], [8.746, 6.076, -21.403], [8.061, 7.489, -20.615], [10.190, 7.180, -19.637], [8.936, 6.827, -18.402], [11.003, 5.895, -17.347], [11.504, 4.333, -17.867], [12.284, 6.949, -19.281], [13.348, 5.740, -18.549], [12.497, 5.328, -19.968], [8.216, 4.195, -19.112], [8.639, 4.741, -17.509], [8.705, 2.189, -18.217], [10.137, 2.751, -17.295], [10.221, 2.617, -19.040], [6.242, 4.378, -23.863], [5.623, 4.027, -22.530], [4.175, 3.983, -22.518], [3.531, 4.902, -21.634], [3.796, 6.353, -22.008], [3.528, 2.738, -22.852], [3.386, 2.480, -24.350], [5.929, 3.723, -24.670], [7.331, 4.280, -23.759], [6.086, 5.423, -24.138], [6.018, 3.052, -22.188], [5.976, 4.674, -21.723], [3.753, 4.780, -20.552], [2.453, 4.716, -21.654], [4.850, 6.634, -21.994], [3.266, 6.990, -21.293], [3.415, 6.599, -23.002], [4.030, 1.872, -22.391], [2.537, 2.784, -22.394], [4.327, 2.141, -24.785], [2.696, 1.643, -24.510], [3.000, 3.341, -24.891], [8.161, 8.869, -24.573], [8.258, 8.482, -25.931], [9.227, 7.540, -26.374], [6.821, 7.956, -26.353], [6.643, 7.537, -27.733], [5.986, 8.660, -28.558], [8.405, 9.968, -26.876], [5.950, 6.703, -27.658], [7.562, 7.174, -28.186], [4.925, 8.474, -28.720], [6.444, 8.636, -29.549], [6.083, 9.644, -28.107], [8.340, 9.730, -27.931], [9.398, 10.346, -26.639], [7.646, 10.627, -26.466], [9.938, 17.474, -18.261], [9.763, 16.970, -19.579], [9.589, 17.874, -20.674], [10.988, 16.004, -19.835], [11.823, 16.216, -20.985], [12.561, 17.548, -20.979], [8.478, 15.775, -19.598], [11.220, 16.161, -21.900], [12.469, 15.347, -21.078], [12.154, 18.289, -20.293], [12.521, 18.011, -21.965], [13.612, 17.460, -20.693], [8.503, 15.338, -20.591], [7.544, 16.263, -19.341], [8.719, 15.057, -18.815], [2.852, 9.579, -26.556], [3.587, 10.676, -26.031], [4.320, 11.511, -26.929], [2.640, 11.584, -25.150], [2.726, 13.022, -25.260], [3.931, 13.501, -24.491], [4.586, 10.039, -24.742], [1.780, 13.456, -24.949], [2.821, 13.311, -26.309], [3.851, 13.128, -23.462], [4.015, 14.580, -24.395], [4.830, 13.036, -24.888], [3.912, 9.809, -23.923], [5.347, 10.765, -24.462], [5.111, 9.166, -25.125], [12.630, 12.917, -20.323], [13.202, 11.626, -20.511], [12.410, 10.531, -20.960], [14.472, 11.825, -21.421], [15.015, 10.700, -22.112], [15.895, 11.192, -23.233], [13.915, 11.130, -18.965], [14.276, 9.986, -22.481], [15.595, 10.067, -21.425], [15.293, 11.831, -23.880], [16.240, 10.343, -23.822], [16.754, 11.745, -22.860], [13.095, 10.708, -18.392], [14.407, 11.995, -18.536], [14.622, 10.328, -19.175]],
  "relative_energy_kcal_mol": 6.8,
  "smiles": "CCOS(C)(=O)=O.CCOS(C)(=O)=O.CCOS(C)(=O)=O.CCOS(C)(=O)=O.CCN(CC)CC.CCN(CC)CC.CCN(CC)CC.CCN(CC)CC",
  "homo_lumo_gap_ev": 8.192,
  "max_force_ev_per_a": 1.70
}